Record 1
# C22H33N2OPd

A structure of composition C22H33N2OPd (the ωB97M-V functional and the def2-TZVPD basis, OMol25).

```
59
Properties=species:S:1:pos:R:3
C -2.10 1.55 -0.57
C -1.27 1.59 -1.71
C -0.15 2.41 -1.44
C -0.24 2.87 -0.07
C -1.49 2.33 0.47
Pd 0.08 0.98 0.97
C 1.66 -1.83 1.47
C 0.19 -1.87 1.78
H -0.29 -2.84 1.67
C -0.56 -0.74 2.12
H -0.42 -0.16 3.06
H -1.63 -0.77 1.85
C 2.37 -3.18 1.60
H 1.92 -3.93 0.96
H 3.43 -3.09 1.32
H 2.33 -3.52 2.64
C 2.30 -0.86 2.51
H 1.75 0.10 2.54
H 2.19 -1.33 3.49
H 3.35 -0.66 2.29
C -1.56 0.90 -2.99
H -1.69 -0.18 -2.82
H -2.49 1.27 -3.45
H -0.75 1.03 -3.71
C 0.92 2.77 -2.40
H 1.47 1.88 -2.75
H 0.50 3.26 -3.28
H 1.65 3.45 -1.94
C 0.57 3.92 0.59
H 1.61 3.88 0.24
H 0.17 4.92 0.37
H 0.57 3.77 1.67
C -2.14 2.79 1.73
H -1.38 3.03 2.48
H -2.75 3.68 1.54
H -2.78 2.00 2.14
C -3.41 0.87 -0.50
H -3.86 0.98 0.50
H -4.11 1.27 -1.24
H -3.29 -0.21 -0.71
C 1.71 0.13 0.08
C 1.77 -1.31 0.09
C 2.79 0.91 -0.31
C 2.76 -1.84 -0.89
H 0.78 -1.16 -0.49
C 3.86 0.30 -0.98
H 2.82 1.98 -0.07
C 3.76 -1.04 -1.37
H 2.59 -2.86 -1.24
H 4.73 0.87 -1.28
H 4.49 -1.45 -2.06
N -2.19 -4.24 -0.93
C -2.49 -2.95 -0.54
N -3.59 -2.87 0.27
O -1.77 -1.98 -0.84
H -2.94 -4.92 -0.89
H -1.56 -4.30 -1.72
H -3.97 -1.95 0.43
H -4.22 -3.66 0.33
```

Summary:
2S+1: 5
Electronic energy (a.u.): -1170.288513
Charge: +1
Frontier orbital gap (alpha / beta) (eV): 6.24 / 6.28
LUMO level (alpha / beta) (eV): -2.8 / -5.1
⟨S²⟩: 6.108

***

Record 2
# C22H33N2OPt

A structure of composition C22H33N2OPt (the ωB97M-V functional and the def2-TZVPD basis, OMol25).

```
59
Properties=species:S:1:pos:R:3
C -2.39 -1.18 0.40
C -1.46 -1.92 1.17
C -0.51 -2.52 0.33
C -0.78 -2.11 -1.05
C -1.99 -1.21 -0.99
Pt -0.18 -0.10 -1.04
C 1.74 2.04 -1.21
C 0.39 2.23 -0.77
H 0.18 2.67 0.21
C -0.81 1.86 -1.51
H -0.84 2.10 -2.58
H -1.74 2.08 -0.98
C 2.98 2.76 -0.73
H 2.93 3.12 0.31
H 3.81 2.03 -0.78
H 3.27 3.60 -1.38
C 1.85 1.61 -2.65
H 1.01 0.91 -2.91
H 1.82 2.44 -3.37
H 2.77 1.05 -2.84
C -1.52 -2.07 2.65
H -1.67 -1.09 3.12
H -2.36 -2.72 2.95
H -0.59 -2.50 3.03
C 0.57 -3.43 0.76
H 1.27 -2.92 1.44
H 0.15 -4.29 1.30
H 1.14 -3.81 -0.09
C -0.35 -2.83 -2.29
H 0.68 -3.18 -2.19
H -1.01 -3.69 -2.47
H -0.40 -2.14 -3.14
C -2.84 -0.87 -2.16
H -2.21 -0.74 -3.05
H -3.58 -1.65 -2.36
H -3.36 0.08 -1.98
C -3.60 -0.51 0.92
H -4.07 0.10 0.14
H -4.35 -1.25 1.26
H -3.36 0.13 1.78
C 1.77 -0.34 -0.43
C 2.23 0.66 0.39
C 2.61 -1.38 -0.82
C 3.32 0.37 1.25
H 1.29 1.15 0.77
C 3.79 -1.60 -0.06
H 2.30 -2.03 -1.66
C 4.07 -0.76 1.02
H 3.56 1.03 2.10
H 4.35 -2.54 -0.24
H 4.89 -1.05 1.69
N -0.99 3.59 2.95
C -1.59 2.59 2.22
N -2.73 3.01 1.57
O -1.10 1.47 2.08
H -1.57 4.36 3.27
H -0.29 3.26 3.60
H -3.31 2.28 1.17
H -3.19 3.86 1.87
```

Summary:
2S+1: 5
Electronic energy (a.u.): -1161.714113
Charge: +1
Frontier orbital gap (alpha / beta) (eV): 7.32 / 5.78
LUMO level (alpha / beta) (eV): -2.1 / -5.4
⟨S²⟩: 6.032

***

Record 3
# C22H33N3O2

The molecule C22H33N3O2 (the ωB97M-V functional and the def2-TZVPD basis, OMol25).

```
60
Properties=species:S:1:pos:R:3
O -0.23 2.06 2.80
C -0.78 2.50 1.81
N -1.96 2.04 1.36
H -2.35 2.41 0.51
C -2.69 0.97 2.00
C -2.75 -0.30 1.14
H -3.42 -1.01 1.63
H -3.17 -0.05 0.16
C -1.36 -0.93 0.97
N -1.31 -2.15 0.19
C -1.99 -3.26 0.81
H -3.09 -3.15 0.77
H -1.69 -3.27 1.86
C -1.64 -4.62 0.19
H -0.55 -4.70 0.10
H -1.97 -5.39 0.90
C -2.32 -4.86 -1.15
C -1.57 -4.28 -2.36
C -0.84 -2.96 -2.08
H -0.61 -2.50 -3.04
H 0.10 -3.16 -1.57
C -1.63 -1.97 -1.21
H -1.31 -0.96 -1.49
H -2.70 -2.06 -1.42
H -2.28 -4.14 -3.17
H -0.83 -5.00 -2.70
H -3.32 -4.44 -1.11
H -2.43 -5.94 -1.31
H -0.95 -1.16 1.96
H -0.69 -0.21 0.50
H -2.17 0.76 2.94
H -3.70 1.31 2.23
C -0.19 3.62 0.95
C 0.90 4.38 1.70
C 2.05 4.52 0.72
O 3.05 5.19 0.85
N 1.77 3.76 -0.36
C 2.73 3.53 -1.41
H 3.20 4.49 -1.66
H 2.20 3.14 -2.29
C 3.84 2.54 -0.98
C 3.25 1.23 -0.57
C 2.97 0.96 0.77
C 2.34 -0.22 1.14
C 1.99 -1.15 0.18
C 2.28 -0.90 -1.15
C 2.90 0.28 -1.52
H 3.11 0.47 -2.56
H 2.01 -1.62 -1.91
H 1.49 -2.06 0.47
H 2.12 -0.40 2.18
H 3.24 1.69 1.52
H 4.38 2.99 -0.14
H 4.53 2.41 -1.81
C 0.53 3.02 -0.28
H -0.05 3.16 -1.20
H 0.73 1.95 -0.15
H 0.58 5.36 2.06
H 1.25 3.80 2.55
H -0.99 4.29 0.64
```

Summary:
Electronic energy (a.u.): -1172.908120
Frontier orbital gap (eV): 8.91
LUMO level (eV): 0.5
SMILES string: O=C(NCCCN1CCCCCC1)[C@H]1CC(=O)N(CCc2ccccc2)C1

***

Record 4
# C22H33N3O4

The molecule C22H33N3O4 (the ωB97M-V functional and the def2-TZVPD basis, OMol25).

```
62
Properties=species:S:1:pos:R:3
C -3.12 -4.50 0.23
O -3.05 -3.19 0.73
C -3.34 -2.22 -0.25
C -3.28 -0.84 0.41
C -3.32 0.25 -0.64
O -3.31 0.00 -1.83
N -3.38 1.53 -0.20
C -3.22 1.98 1.17
H -3.33 1.15 1.86
C -1.85 2.64 1.35
H -1.74 3.00 2.37
H -1.07 1.89 1.16
C -1.68 3.80 0.36
C -1.93 3.29 -1.06
C -3.30 2.62 -1.15
H -3.45 2.20 -2.15
H -4.09 3.34 -0.94
H -1.87 4.12 -1.77
H -1.16 2.56 -1.33
O -0.44 4.48 0.51
C 0.70 3.72 0.33
C 1.32 3.12 1.43
C 2.45 2.35 1.25
C 2.99 2.17 -0.02
C 2.41 2.81 -1.10
C 1.27 3.59 -0.93
H 0.83 4.09 -1.77
H 2.85 2.70 -2.08
C 4.17 1.26 -0.20
O 5.32 1.65 -0.26
N 3.83 -0.04 -0.30
C 2.48 -0.56 -0.22
H 1.85 -0.10 -0.98
C 2.63 -2.08 -0.42
N 1.63 -2.81 0.35
C 0.29 -2.51 -0.13
H 0.10 -1.44 -0.07
H -0.43 -3.02 0.51
H 0.13 -2.84 -1.17
C 1.86 -4.24 0.33
H 2.81 -4.47 0.81
H 1.06 -4.72 0.90
H 1.86 -4.66 -0.69
C 4.07 -2.33 0.07
H 4.50 -3.25 -0.34
C 4.82 -1.10 -0.41
H 5.69 -0.85 0.19
H 5.14 -1.20 -1.45
H 4.07 -2.38 1.16
H 2.57 -2.32 -1.50
H 2.05 -0.37 0.77
H 2.92 1.88 2.10
H 0.90 3.27 2.41
H -2.42 4.58 0.60
H -4.00 2.72 1.37
H -4.11 -0.74 1.10
H -2.35 -0.78 0.98
H -2.61 -2.27 -1.07
H -4.33 -2.38 -0.68
H -2.88 -5.17 1.05
H -2.41 -4.65 -0.59
H -4.13 -4.73 -0.14
```

Summary:
Electronic energy (a.u.): -1323.343803
Frontier orbital gap (eV): 9.52
LUMO level (eV): 0.6
SMILES string: COCCC(=O)N1CCC(Oc2ccc(C(=O)N3CC[C@@H](N(C)C)C3)cc2)CC1

***

Record 5
# C22H33NO5S

A structure of composition C22H33NO5S (the ωB97M-V functional and the def2-TZVPD basis, OMol25).

```
62
Properties=species:S:1:pos:R:3
C 4.60 -2.52 -2.63
C 4.87 -3.34 -1.53
H 4.91 -2.78 -0.59
H 5.84 -3.97 -1.76
O 4.03 -4.43 -1.54
C 2.89 -4.21 -0.73
C 2.62 -2.97 -0.15
C 1.11 -2.82 0.24
C 0.21 -3.88 0.38
C 0.64 -5.02 -0.06
C 1.72 -5.37 -0.52
H 2.06 -6.36 -1.05
H 0.04 -5.83 -0.14
O -1.01 -3.51 1.08
C -1.85 -4.56 1.29
C -2.84 -3.95 2.31
H -3.37 -3.13 1.56
H -2.43 -3.36 3.09
H -3.76 -4.63 2.59
H -2.20 -5.09 0.65
H -1.29 -5.32 1.94
S 0.79 -1.30 1.21
O 1.67 -0.28 0.66
O 0.62 -1.36 2.62
N -0.93 -0.83 0.24
H -1.52 -1.18 0.79
C -0.60 -0.41 -1.11
C -2.10 0.43 -1.30
H -2.73 -0.20 -1.44
O -2.23 1.33 -0.22
C -1.73 2.50 -0.06
C -2.30 3.59 -1.04
C -1.71 5.00 -0.53
C -0.07 4.99 -0.93
C 0.56 3.88 -0.03
C 0.10 4.15 1.60
C -1.32 4.21 1.61
C -1.81 5.31 1.16
H -3.00 5.28 1.16
H -1.51 6.12 1.30
C -1.73 2.96 1.54
H -1.26 1.93 2.25
H -2.82 2.75 1.63
H -1.25 4.43 2.78
H 0.67 5.02 1.68
H 0.74 3.58 2.05
C -0.03 2.64 -0.36
H 0.46 1.92 0.22
H -0.06 2.29 -1.46
H 1.58 3.72 -0.15
H 0.19 5.94 -0.64
H -0.07 4.77 -1.94
H -2.32 5.90 -1.23
H -2.04 3.51 -1.92
H -3.29 3.77 -0.64
H -1.73 1.06 -2.02
H -0.83 -1.42 -1.71
H 0.25 -0.10 -1.24
H 2.96 -2.09 -0.21
H 3.74 -1.85 -2.26
H 4.45 -3.11 -3.71
H 5.42 -1.81 -2.79
```

Summary:
Electronic energy (a.u.): -1686.361789
Frontier orbital gap (eV): 7.42
LUMO level (eV): 0.0

***

Record 6
# C22H33NO7P3V

A structure of composition C22H33NO7P3V (the ωB97M-V functional and the def2-TZVPD basis, OMol25).

```
67
Properties=species:S:1:pos:R:3
V 0.87 -1.33 0.17
O 4.30 -1.11 -1.52
P 3.34 -2.12 -0.80
O 1.90 -1.92 -1.35
O 3.87 -3.48 -0.70
O 3.14 -1.45 0.69
P 2.65 -2.34 2.04
O 3.58 -3.59 2.02
O 2.73 -1.51 3.23
O 1.23 -2.69 1.52
H 3.96 -0.20 -1.55
H 3.75 -3.90 1.09
C -3.67 -1.72 -1.87
C -2.31 -2.28 -1.47
C -1.32 -2.14 -2.63
P -1.57 -1.54 0.05
C -2.26 -2.37 1.53
C -1.85 -1.59 2.78
C -3.76 -2.66 1.52
C -1.96 0.23 0.12
C -3.24 0.77 0.23
C -3.45 2.14 0.30
C -4.83 2.72 0.40
C -2.33 2.97 0.25
C -1.05 2.46 0.14
C -0.84 1.08 0.09
N 0.43 0.52 -0.01
C 1.58 1.34 -0.18
C 2.30 1.81 0.93
C 1.79 1.62 2.33
C 3.51 2.45 0.71
C 4.03 2.64 -0.56
C 5.37 3.29 -0.77
C 3.28 2.20 -1.65
C 2.06 1.56 -1.48
C 1.25 1.10 -2.67
H -4.04 -2.25 -2.75
H -3.59 -0.66 -2.13
H -4.42 -1.81 -1.08
H -2.41 -3.34 -1.21
H -1.14 -1.09 -2.86
H -1.73 -2.61 -3.52
H -0.36 -2.60 -2.41
H -1.72 -3.33 1.54
H -2.31 -0.60 2.79
H -0.76 -1.46 2.84
H -2.17 -2.12 3.67
H -4.34 -1.74 1.56
H -4.02 -3.24 2.41
H -4.07 -3.24 0.65
H -4.10 0.11 0.26
H -5.57 1.94 0.61
H -5.13 3.20 -0.54
H -4.89 3.46 1.19
H -2.47 4.04 0.30
H -0.19 3.13 0.11
H 1.32 0.65 2.47
H 1.04 2.39 2.57
H 2.60 1.70 3.05
H 4.08 2.80 1.57
H 5.57 4.03 0.01
H 5.43 3.79 -1.74
H 6.17 2.55 -0.72
H 3.64 2.37 -2.66
H 1.68 1.50 -3.59
H 0.22 1.45 -2.59
H 1.22 0.02 -2.74
```

Summary:
2S+1: 3
Electronic energy (a.u.): -3408.039358
Frontier orbital gap (alpha / beta) (eV): 8.03 / 8.39
LUMO level (alpha / beta) (eV): -0.2 / 0.1
⟨S²⟩: 2.017

***

Which value of electronic energy does entry 6 give? -3408.039358 a.u.